The following is a DFT calculation (ωB97M-V with the def2-TZVPD basis set) of a molecular structure, C7H12O5Rb.

Cartesian coordinates (Å):
1 Rb 2.4559 -0.2097 1.4545
2 O -0.1693 -1.4933 0.0077
3 O 2.0952 -2.6248 1.4076
4 O -2.9385 -0.0746 0.0024
5 O 3.3708 1.3611 -0.8499
6 O 1.5121 2.6463 0.8629
7 C 1.7136 3.0439 -0.2738
8 C -1.3618 -1.8092 0.7057
9 C 0.5531 -2.6120 -0.4162
10 C 1.6243 -3.0755 0.2909
11 C -2.1289 -0.5516 1.0580
12 C 2.6152 2.3843 -1.2776
13 C -2.6813 1.2490 -0.4084
14 H 3.2012 3.2470 -1.7288
15 H -1.9978 -2.4628 0.0858
16 H -1.1177 -2.3577 1.6329
17 H -2.5076 1.9053 0.4621
18 H 0.2024 -3.0920 -1.3347
19 H -1.8086 1.3044 -1.0800
20 H 2.1209 -3.9497 -0.1835
21 H -3.5708 1.6037 -0.9434
22 H 1.1660 3.9410 -0.6494
23 H -1.4313 0.2340 1.3958
24 H 1.8844 2.1842 -2.1164
25 H -2.8017 -0.7913 1.8957

Its energy is -18345.2334 eV. The calculation puts the energy above the lowest of the compared OMol25 structures with the same formula, charge and spin at 0.0 kJ/mol. The total charge is -1. The calculation puts the HOMO energy at -0.126 hartree.

Here are the natural (NBO) charges for atoms 1 to 5, given in e: number 1, Rb, carries 0.965; number 2, O, carries -0.570; number 3, O, carries -0.902; number 4, O, carries -0.555; number 5, O, carries -0.942